[1]
C4H12N2O | ωB97M-V/def2-TZVPD

Last column: Mulliken charge in e.
Element x y z (Å)
C: -2.009 0.227 0.756  -1.1133
C: -0.734 1.056 0.748  -0.3359
C: 0.558 0.233 0.811  -0.7869
C: 1.031 -0.486 -0.462  0.5538
N: 1.327 0.374 -1.552  -0.6558
N: 0.143 -1.444 -1.009  -0.5974
O: 2.204 -1.173 -0.169  -0.5916
H: -2.875 0.876 0.926  0.3664
H: -2.172 -0.281 -0.197  0.2523
H: -1.990 -0.523 1.553  0.2760
H: -0.734 1.732 -0.113  0.2696
H: -0.758 1.699 1.638  0.2889
H: 1.365 0.909 1.130  0.3046
H: 0.480 -0.497 1.630  0.3780
H: 0.594 1.065 -1.666  0.2487
H: 2.166 0.890 -1.299  0.2720
H: -0.593 -0.959 -1.508  0.2331
H: -0.287 -1.967 -0.253  0.2650
H: 2.283 -1.729 -0.963  0.3726

Forces on atoms 1 to 3 (eV/Å):
C -0.3 0.1 -0.1
C 0.1 -0.2 0.2
C 0.4 0.2 0.6

Output
Net charge: 0
Relative energy (zero: lowest compared OMol25 entry of this formula, charge and spin), kcal per mole: 16.1
Gap between HOMO and LUMO, eV: 10.59
SMILES string: CCCC(N)(N)O
Highest occupied orbital energy, eV: -9.7
Max |F|, eV Å⁻¹: 1.82


[2]
C4H12N2O | ωB97M-V/def2-TZVPD

Last column: Mulliken charge in e.
Element x y z (Å)
C: -1.293 -1.348 1.654  -1.3007
C: -0.025 -0.576 1.309  -0.0459
C: 0.774 -1.271 0.212  -0.6245
O: 1.927 -0.537 -0.180  -0.5735
H: -1.851 -0.834 2.434  0.3485
H: -1.938 -1.435 0.781  0.3133
H: -1.055 -2.354 2.002  0.3438
H: 0.601 -0.478 2.202  0.3809
H: -0.281 0.430 0.971  0.1748
H: 0.171 -1.367 -0.693  0.2884
H: 1.071 -2.279 0.536  0.3595
H: 2.442 -0.330 0.608  0.2975
C: -1.642 1.833 -1.487  0.0284
N: -0.843 2.085 -0.651  -0.3725
H: -2.627 1.652 -1.865  0.3341
N: 0.957 1.807 -1.837  -0.6885
H: 1.342 1.030 -1.303  0.2616
H: 1.649 2.545 -1.894  0.2142
H: 0.621 1.428 -2.799  0.2607

Forces on atoms 1 to 3 (eV/Å):
C 0.2 0.1 0.0
C 0.0 -0.1 -0.2
C -0.1 0.0 0.3

Output
Net charge: 0
Relative energy (zero: lowest compared OMol25 entry of this formula, charge and spin), kcal per mole: 76.5
Gap between HOMO and LUMO, eV: 9.01
SMILES string: CCCO.C#N.N
Highest occupied orbital energy, eV: -8.0
Max |F|, eV Å⁻¹: 4.40


[3]
C4H12N2O | ωB97M-V/def2-TZVPD

Last column: Mulliken charge in e.
Element x y z (Å)
C: 1.969 1.341 0.834  -1.1617
C: 1.583 0.073 1.011  0.8808
N: 2.437 -0.970 1.248  -0.4507
C: 0.097 -0.236 0.995  -0.9083
C: -0.511 -0.168 -0.428  -0.3345
N: -1.631 0.774 -0.484  -0.6775
H: 2.987 1.682 0.751  0.3065
H: 1.230 2.101 0.616  0.2083
H: 2.188 -1.875 1.602  0.1891
H: 3.418 -0.755 1.190  0.1781
H: -0.173 -1.173 1.481  0.3408
H: -0.348 0.551 1.612  0.3655
H: 0.281 -0.043 -1.163  0.3549
H: -0.920 -1.163 -0.633  0.2406
H: -1.328 1.629 -0.033  0.2276
H: -1.800 1.007 -1.462  0.2422
O: -2.926 -0.685 -2.582  -0.6405
H: -3.347 -1.500 -2.893  0.2906
H: -3.206 -0.588 -1.663  0.3484

Forces on atoms 1 to 3 (eV/Å):
C -0.1 0.2 -0.4
C -0.7 -0.1 0.6
N 0.8 0.0 -0.4

Output
Net charge: 0
Relative energy (zero: lowest compared OMol25 entry of this formula, charge and spin), kcal per mole: 37.0
Gap between HOMO and LUMO, eV: 8.84
SMILES string: C=C(N)CCN.O
Highest occupied orbital energy, eV: -7.9
Max |F|, eV Å⁻¹: 1.51


[4]
C4H12N2O | ωB97M-V/def2-TZVPD

Last column: Mulliken charge in e.
Element x y z (Å)
C: -0.771 1.807 1.695  -0.3972
N: -0.148 1.418 0.670  -0.2452
C: -0.951 1.016 -0.482  -0.7095
C: -1.188 -0.496 -0.517  -0.6140
C: -0.108 -1.455 0.020  0.0882
N: 0.035 -2.606 -0.879  -0.6698
H: -0.173 2.247 2.489  0.2719
H: -1.859 1.727 1.791  0.2599
H: -1.921 1.505 -0.391  0.3769
H: -0.497 1.377 -1.399  0.3203
H: -1.408 -0.790 -1.531  0.4300
H: -2.116 -0.729 0.020  0.2643
H: -0.315 -1.713 1.061  0.2518
H: 0.841 -0.928 0.004  -0.1238
H: 0.922 -3.073 -0.685  0.2320
H: -0.628 -3.333 -0.634  0.2346
O: 2.696 0.736 -0.441  -0.6659
H: 1.952 0.875 0.169  0.3482
H: 2.471 0.017 -1.041  0.3474

Forces on atoms 1 to 3 (eV/Å):
C 0.5 0.0 -0.2
N 0.2 0.3 -0.3
C -0.3 -0.5 0.7

Output
Net charge: 0
Relative energy (zero: lowest compared OMol25 entry of this formula, charge and spin), kcal per mole: 45.2
Gap between HOMO and LUMO, eV: 10.65
SMILES string: C=NCCCN.O
Highest occupied orbital energy, eV: -9.7
Max |F|, eV Å⁻¹: 0.97